The following is a quantum chemistry calculation of a molecular structure, C16H30O6SSeSiZn, from the OMol25 dataset.

Values from the calculation:
**Electronic energy**: -161843.40206 eV
**LUMO level**: 0.41 eV
**Gap between HOMO and LUMO**: 8.21 eV
**E_HOMO**: -7.8 eV

Structure (ORCA input):
```
! wB97M-V def2-TZVPD RIJCOSX def2/J DEFGRID3
* xyz 0 1
Zn 0.576 -0.550 0.933
C 0.198 -2.771 3.246
O 0.852 -1.523 3.030
C 2.236 -1.537 3.332
C 3.056 -2.077 2.173
O 2.802 -1.223 1.075
C 3.378 -1.657 -0.155
C 3.168 -0.602 -1.216
O 1.813 -0.571 -1.592
C 1.561 0.409 -2.582
H 0.307 -3.077 4.290
H 0.587 -3.555 2.591
H -0.853 -2.622 3.017
H 2.427 -2.117 4.239
H 2.517 -0.497 3.504
H 2.776 -3.109 1.929
H 4.119 -2.045 2.433
H 2.934 -2.608 -0.468
H 4.457 -1.785 -0.016
H 3.789 -0.842 -2.088
H 3.477 0.373 -0.819
H 2.211 0.248 -3.449
H 1.718 1.416 -2.184
H 0.522 0.300 -2.886
C -2.977 0.447 -5.078
C -2.590 -0.204 -3.778
C -2.164 -1.529 -3.732
C -1.776 -2.113 -2.537
C -1.815 -1.365 -1.372
C -2.247 -0.047 -1.392
C -2.637 0.526 -2.592
S -1.292 -2.082 0.169
O -2.079 -3.251 0.422
O -1.427 -0.987 1.162
O 0.167 -2.338 0.051
H -3.103 -0.289 -5.871
H -2.199 1.148 -5.388
H -3.904 1.009 -4.973
H -2.141 -2.105 -4.650
H -1.447 -3.144 -2.502
H -2.281 0.519 -0.471
H -2.976 1.555 -2.613
C 0.104 3.929 3.286
Si -0.590 3.003 1.792
C -2.169 2.056 2.213
C -0.856 4.245 0.391
Se 1.179 1.631 1.144
H -0.484 4.815 3.539
H 1.124 4.239 3.053
H 0.140 3.275 4.159
H -2.600 2.414 3.150
H -1.953 0.995 2.322
H -2.929 2.166 1.436
H -1.499 5.065 0.722
H -1.315 3.787 -0.487
H 0.109 4.656 0.090
*
```

Atom charges from the natural (NBO) analysis, given in e for atoms 1 to 8: 1.57, -0.26, -0.58, -0.09, -0.09, -0.59, -0.08, -0.09